ORCA calculation (wB97M-V/def2-TZVPD) on a cluster of 3 separate species, C5H15NO2 in total.

Geometry as XYZ:
```
23
Properties=species:S:1:pos:R:3:forces:R:3:nbo_charge:R:1
H -0.0685 -2.0502 -2.0080 0.7 -0.3 0.7 0.2147
N 0.5807 0.5314 1.5989 -0.5 0.6 -0.6 -0.8467
H -1.0228 -1.9411 2.0431 0.3 0.2 0.0 0.2196
H 1.3707 0.9377 1.1133 0.0 -0.1 0.1 0.3748
O -3.1260 1.7237 -0.6688 1.2 0.5 0.6 -0.9369
H -1.2467 -0.8926 -2.1697 -0.2 -0.3 0.3 0.2061
C -0.6837 -1.4249 -1.3639 -1.6 1.8 -1.8 -0.6371
O 3.7238 -0.2136 0.2066 0.3 0.4 -0.4 -0.9349
H 1.8344 0.7370 -0.8992 0.0 0.1 0.1 0.2123
H 3.4037 -0.4740 -0.6636 0.1 -0.1 0.1 0.4705
H -2.1566 -1.1745 0.9367 0.1 -0.2 0.2 0.2262
H 0.3919 1.6476 -1.3265 0.0 -0.1 -0.4 0.2206
C 0.8320 0.6456 -1.3200 0.3 -0.7 0.0 -0.6523
H -1.6385 -0.2683 2.3094 0.1 -0.2 0.3 0.2266
H -2.3656 1.7536 -0.0368 -0.9 -0.3 -0.6 0.4726
H -1.4430 -1.9834 -0.8280 0.3 -0.3 0.1 0.2199
H 0.9514 0.2023 -2.3134 0.0 0.7 -0.2 0.2166
C -0.0366 -0.3224 -0.5785 -0.4 -1.1 1.5 -0.0820
H 3.2752 -0.7885 0.8166 -0.3 -0.4 0.4 0.4702
H 0.8900 0.0114 2.4043 0.0 0.1 0.2 0.3654
C -1.2829 -0.9907 1.5723 -1.0 0.2 -0.9 -0.6695
C -0.2507 -0.2700 0.7530 1.7 0.0 0.3 0.1781
H -2.9683 2.5238 -1.1927 -0.2 -0.3 0.0 0.4652
```
Positions in Å, forces in eV/Å.

Output
Gap between HOMO and LUMO (eV): 8.32
Structure (SMILES): CC(C)=C(C)N.O.O
Energy relative to the best compared isomer or geometry (same formula, charge and spin) (eV): 1.337
LUMO (eV): 0.58
Calculated total energy (Eh): -404.70592
2S+1: 1
HOMO level (eV): -7.743

ORCA calculation (wB97M-V/def2-TZVPD) on a structure of composition C5H15NO2.

Geometry as XYZ:
```
23
Properties=species:S:1:pos:R:3:forces:R:3:lowdin_charge:R:1
H 3.0553 -0.8139 0.1896 0.3 -0.1 0.2 -0.0117
O 2.7511 -0.6390 -1.6363 -0.6 -0.1 0.1 -0.0558
C -1.7496 0.4859 -0.5498 -0.2 0.5 1.9 -0.0536
O 3.0820 -0.8253 1.1649 -0.2 0.1 -0.1 -0.0812
H -3.8508 -0.0846 -0.2668 -0.2 0.5 0.0 0.1450
H 1.9642 -0.0881 -1.4399 0.5 0.0 -0.3 0.0006
H -1.5521 -1.1571 1.5151 0.0 0.0 0.0 0.0952
H 1.8612 2.4616 0.2887 0.0 0.2 -0.1 0.0971
H 0.3115 2.1495 1.1438 0.1 0.0 -0.3 0.0908
C -2.5490 -1.2984 1.1007 0.2 0.0 -0.2 -0.0306
C 1.1161 1.7170 0.5348 0.3 -0.2 0.4 -0.0441
C -2.8423 -0.2386 0.0770 1.7 -1.0 0.2 -0.0296
H -0.1091 -0.8548 -0.8635 0.2 -0.6 1.1 0.1438
H 2.4071 -1.4832 -1.9562 0.2 0.1 -0.1 0.0613
H 4.0046 -0.6825 1.4014 -0.1 -0.1 0.0 0.0490
H 0.2589 1.8236 -1.3570 0.1 0.2 0.2 0.1362
H -3.2631 -1.2657 1.9153 -0.3 0.2 0.0 0.1043
H -2.1548 -0.6027 -0.9833 -1.1 -0.2 -1.1 0.2028
H -2.6141 -2.3010 0.6859 -0.1 -0.2 -0.1 0.1066
N 0.6248 1.1074 -0.7325 -0.7 0.1 0.2 -0.0940
C -0.3673 0.1401 -0.5240 -0.1 0.5 -1.1 -0.0581
H 1.6306 0.9516 1.1159 -0.1 -0.1 0.0 0.0659
H -2.0151 1.4981 -0.8238 -0.2 0.0 -1.0 0.1602
```
Positions in Å, forces in eV/Å.

Output
Gap between HOMO and LUMO (alpha / beta) (eV): 8.87 / 7.02
Energy relative to the best compared isomer or geometry (same formula, charge and spin) (eV): 3.605
LUMO (alpha / beta) (eV): -4.80 / -6.67
Charge: +1
Calculated total energy (Eh): -404.32648
2S+1: 2
HOMO level (alpha / beta) (eV): -13.673 / -13.692
⟨S²⟩: 0.76

ORCA calculation (wB97M-V/def2-TZVPD) on a cluster of 3 separate species, C5H15NO2 in total.

Geometry as XYZ:
```
23
Properties=species:S:1:pos:R:3:forces:R:3:nbo_charge:R:1
H 3.6991 -2.3992 0.6507 -1.6 0.6 0.1 0.4983
C 0.5239 2.8418 0.0088 -0.5 1.4 0.4 -0.0850
N -0.4495 -0.5550 -0.6699 3.3 1.6 3.2 -0.1509
H -1.1120 -5.4513 -1.9743 -0.8 -0.4 0.9 0.4697
H 2.2043 -2.0640 0.1495 1.3 -0.3 0.7 0.4473
H -0.6769 1.7166 1.5100 0.8 0.2 -2.9 0.2580
C -0.7441 0.8831 -0.7414 -0.7 0.2 0.1 -0.3191
C -0.3225 1.8325 0.3692 1.9 0.2 1.9 -0.2339
H 0.6104 -0.5968 -0.4202 -1.9 -0.7 -0.9 0.4103
H -1.3558 -1.1841 1.1823 0.3 -0.2 -0.6 0.2796
H 0.2173 4.1027 1.8062 0.6 -0.5 -0.6 0.2336
H -0.2403 1.3821 -1.5832 -0.7 -0.9 -0.4 0.2742
O 2.8335 -1.9693 0.9016 0.3 -0.4 -0.9 -0.9431
H 0.9055 5.0488 0.4807 -0.1 -1.9 -0.1 0.2554
H -1.5447 -4.8527 -0.6436 0.0 0.3 0.5 0.4466
C -1.3538 -1.4367 0.0960 -0.9 1.0 -1.9 -0.4672
H -1.0762 -2.4875 -0.1248 -0.4 0.7 0.4 0.2502
H 0.9849 3.1549 -0.9668 -0.8 -1.7 0.3 0.2389
C 0.8817 3.9792 0.9114 -1.0 1.8 1.1 -0.6807
H -2.3464 -1.1047 -0.3556 0.8 -1.1 0.9 0.2470
H -1.8010 0.9370 -0.6313 -1.2 0.1 -1.3 0.2279
O -1.7282 -5.5912 -1.2125 0.8 0.0 -1.4 -0.9137
H 1.8907 3.8138 1.2573 0.5 -0.1 0.3 0.2564
```
Positions in Å, forces in eV/Å.

Output
Gap between HOMO and LUMO (alpha / beta) (eV): 10.84 / 5.80
Energy relative to the best compared isomer or geometry (same formula, charge and spin) (eV): 3.489
LUMO (alpha / beta) (eV): -3.36 / -8.18
Charge: +1
Calculated total energy (Eh): -404.33073
2S+1: 2
HOMO level (alpha / beta) (eV): -14.203 / -13.986
⟨S²⟩: 0.76

ORCA calculation (wB97M-V/def2-TZVPD) on a cluster of 2 separate species, C5H15NOS in total.

Geometry as XYZ:
```
23
Properties=species:S:1:pos:R:3:forces:R:3:nbo_charge:R:1
H 2.6596 0.8060 0.8903 0.0 -0.3 -0.1 0.1986
H 0.5299 -1.9396 2.3645 0.4 0.3 0.4 0.1976
H -0.0602 -0.6881 -2.5997 0.1 0.1 0.2 0.2260
H -4.6669 1.4556 -1.4425 0.0 0.0 0.4 0.4653
H -1.0593 -0.4670 -1.1471 -0.3 -0.1 -0.3 0.2305
C 2.3845 -0.2648 0.9038 0.0 0.9 0.5 -0.6319
C 0.8056 0.4505 -0.8884 0.8 -1.2 -0.4 -0.4115
H -3.5149 0.5441 -1.1956 0.0 0.0 0.3 0.4688
H 0.5224 -0.3783 3.3558 0.6 -0.1 0.0 0.1833
H 1.7299 0.2915 -1.4427 0.2 0.2 -0.1 0.2059
C 0.0625 -0.9718 2.5735 -1.2 -0.6 -0.6 -0.4243
H 0.9731 -1.4395 -0.1129 -0.4 -0.5 0.5 0.1714
C 0.9733 -0.4505 0.3489 0.5 -0.2 -1.1 -0.0432
H 3.1221 -0.8192 0.3245 0.0 0.0 0.1 0.2136
H -0.7187 1.3358 -3.8182 0.1 -0.1 0.0 0.1242
N -0.1230 -0.2977 1.2898 0.5 0.7 -0.3 -0.6281
O -4.2229 0.9939 -0.7139 0.0 0.0 -0.7 -0.9346
C -0.3458 0.0153 -1.8173 -0.2 0.6 1.0 -0.5224
H -0.9259 -1.2519 2.9359 -0.1 0.1 0.2 0.2011
H -0.1988 0.7075 1.4188 -0.4 -0.1 0.3 0.3499
H 0.8522 1.4879 -0.6026 -0.6 0.6 0.0 0.2098
H 2.4248 -0.5538 1.9535 0.2 -0.3 -0.1 0.2130
S -1.2037 1.4339 -2.5784 -0.2 0.0 0.0 -0.0631
```
Positions in Å, forces in eV/Å.

Output
Gap between HOMO and LUMO (eV): 9.65
Structure (SMILES): CN[C@H](C)CCS.O
Energy relative to the best compared isomer or geometry (same formula, charge and spin) (eV): 0.835
LUMO (eV): 0.75
Calculated total energy (Eh): -727.65503
2S+1: 1
HOMO level (eV): -8.897

ORCA calculation (wB97M-V/def2-TZVPD) on a cluster of 2 separate species, C5H15NOS in total.

Geometry as XYZ:
```
23
Properties=species:S:1:pos:R:3:forces:R:3:nbo_charge:R:1
C -0.0659 1.1030 0.5120 -0.5 0.4 0.9 -0.2323
O 3.2809 1.9850 -0.8486 0.1 -0.3 0.0 -0.9485
N 0.8368 -0.0399 0.3262 -1.1 -1.1 0.8 -0.6307
H 2.4231 -1.8409 -0.5620 0.1 -0.3 -0.1 0.2073
H -0.3010 1.6898 -0.3769 0.5 -0.5 -0.4 0.2102
H 3.5789 1.4035 -1.5606 -0.1 0.2 0.1 0.4641
C 0.4474 -1.0947 -0.6142 1.5 0.1 -2.1 -0.2215
C 1.4230 -2.2813 -0.5061 0.0 1.2 0.5 -0.6096
H -1.8786 1.8945 1.3025 0.3 0.3 0.4 0.2036
H -2.2819 -0.9899 0.7043 -0.2 -0.2 -0.4 0.2223
H -1.2638 0.5020 2.2428 0.0 0.1 0.2 0.1984
H 1.2715 -2.9766 -1.3227 0.0 -0.2 0.0 0.2162
S -2.6572 0.2627 -1.1985 -0.2 -0.3 -1.7 -0.0059
H 0.6832 -0.6648 -1.6012 -0.6 -0.1 0.0 0.1863
H 0.8229 -0.5834 1.1953 0.3 0.8 0.3 0.3400
H 2.9228 1.3703 -0.1902 -0.1 0.1 -0.2 0.4820
H -0.5612 -1.4988 -0.6616 -0.4 0.4 0.5 0.1686
C -2.5392 0.0535 0.5219 1.4 0.4 2.4 -0.5688
H -3.4701 0.2216 1.0656 -0.1 0.0 -0.2 0.2199
H -3.0608 1.5305 -1.3199 -0.1 0.2 0.4 0.1173
H 0.4564 1.7966 1.1732 0.3 0.1 -0.1 0.1990
H 1.3375 -2.7570 0.4712 -0.1 -0.3 -0.1 0.1921
C -1.4049 0.9144 1.2476 -1.2 -0.7 -1.4 -0.4098
```
Positions in Å, forces in eV/Å.

Output
Gap between HOMO and LUMO (eV): 9.83
Structure (SMILES): CCNCCCS.O
Energy relative to the best compared isomer or geometry (same formula, charge and spin) (eV): 0.923
LUMO (eV): 0.77
Calculated total energy (Eh): -727.65179
2S+1: 1
HOMO level (eV): -9.062

ORCA calculation (wB97M-V/def2-TZVPD) on an isolated molecule of C5H15NOSi.

Geometry as XYZ:
```
23
Properties=species:S:1:pos:R:3:forces:R:3:nbo_charge:R:1
O 0.9441 0.0233 0.4633 0.3 -0.6 -2.0 -0.8780
C 0.2337 -2.6233 -0.3629 -0.1 0.4 0.5 -1.1442
H 1.0772 2.4542 0.2208 0.3 0.3 0.3 0.3607
C 0.6637 -0.2316 -2.2638 -0.3 -0.2 0.3 -1.1322
H 1.5857 2.8451 1.7557 -0.2 -0.1 -0.3 0.3510
H -0.1376 -3.1788 -1.2160 -0.1 -0.2 -0.1 0.2392
C -0.1441 1.7345 1.6131 -0.1 0.6 1.1 -0.2413
C 0.4542 0.3536 1.6924 0.0 0.1 1.2 -0.0700
Si -0.0433 -0.7859 -0.6129 1.2 0.2 -1.4 1.8849
H -2.3680 -0.5575 0.2089 -0.4 -0.1 -0.1 0.2357
H 0.0212 -0.5965 -3.0632 0.1 -0.2 -0.2 0.2266
H -0.9716 1.7419 0.9238 -0.5 -0.1 -0.2 0.1842
C -1.8393 -0.2831 -0.7005 0.4 -0.6 0.5 -1.1452
H 0.7573 0.8449 -2.3984 -0.1 0.1 0.2 0.2379
H -1.8476 0.7910 -0.7730 -0.2 0.5 -0.3 0.2395
H 1.2927 -2.8712 -0.2092 -0.3 0.2 -0.1 0.2483
H -0.3229 -2.9289 0.5323 0.1 -0.2 -0.2 0.2345
H -0.5379 2.0197 2.5954 0.0 0.0 -0.1 0.1869
H 1.2772 0.3126 2.4143 0.0 0.2 0.1 0.1704
H -2.2787 -0.7413 -1.6005 0.0 0.2 0.4 0.2492
H -0.2410 -0.4260 1.9867 -0.7 0.0 0.6 0.1528
H 1.6534 -0.6579 -2.3519 0.3 -0.2 -0.3 0.2349
N 0.7718 2.7615 1.1455 0.2 -0.1 -0.3 -0.8257
```
Positions in Å, forces in eV/Å.

Output
Gap between HOMO and LUMO (eV): 10.08
Structure (SMILES): C[Si](C)(C)OCCN
Energy relative to the best compared isomer or geometry (same formula, charge and spin) (eV): 0.000
LUMO (eV): 0.87
Calculated total energy (Eh): -619.04482
2S+1: 1
HOMO level (eV): -9.216